This record from the OMol25 dataset describes C21H32CoGeN4O4 as an isolated structure. The level of theory is the ωB97M-V functional and the def2-TZVPD basis.

Calculated values
Gap between HOMO and LUMO (spin up / spin down): 5.9 / 7.0 eV
Calculated total energy: -4798.86031 hartree
Spin multiplicity: 5
Relative energy (zero: lowest compared OMol25 entry of this formula, charge and spin): 2.2277 eV
Expectation value of S²: 6.0396
Maximum force: 0.14 eV/A
HOMO (spin up / spin down): -9.9 / -11.4 eV
Total charge: +1

Geometry (Å):
Co: -1.0005 1.6685 -1.2317
N: -2.7179 2.5692 -0.3184
C: -2.7389 3.9126 -0.9404
C: -1.3060 4.4185 -0.9756
O: -0.9970 5.5636 -0.7327
N: -0.4200 3.4139 -1.2591
C: 0.9688 3.6138 -0.9155
C: 1.3852 2.3815 -0.1685
O: 2.5511 2.3104 0.3337
O: 0.5663 1.4248 -0.0907
H: -3.5890 2.0734 -0.4808
H: -2.6026 2.6546 0.6868
H: -3.3611 4.6268 -0.4064
H: -3.1052 3.8102 -1.9621
H: 1.1197 4.5132 -0.3146
H: 1.6192 3.7039 -1.7920
O: -1.8401 1.6662 -2.8584
C: -3.0446 1.1568 -3.0483
C: -3.8457 1.7143 -4.0600
C: -5.1169 1.2447 -4.2917
C: -5.6454 0.1971 -3.5290
C: -4.8698 -0.3792 -2.5549
C: -3.5645 0.0775 -2.3020
C: -2.7071 -0.5967 -1.3533
N: -1.5725 -0.1235 -0.8912
C: -0.9006 -1.1480 -0.0619
C: -1.9565 -2.1989 0.0218
N: -2.9612 -1.8251 -0.8430
H: -3.4267 2.5236 -4.6437
H: -5.7177 1.6979 -5.0693
H: -6.6516 -0.1550 -3.7063
H: -5.2847 -1.1853 -1.9610
H: -0.6542 -0.7153 0.9158
H: -1.9607 -3.1432 0.5335
H: -3.7416 -2.3984 -1.1126
C: 4.5548 -2.1427 4.6156
C: 4.0997 -0.8380 3.9758
C: 2.7026 -0.9440 3.3736
C: 2.2526 0.3290 2.6568
Ge: 3.2506 0.6717 1.0046
C: 0.4041 -1.6557 -0.6984
C: 1.1454 -2.6151 0.2232
C: 2.5239 -2.9955 -0.3027
C: 3.2806 -3.9107 0.6506
H: 5.5357 -2.0385 5.0778
H: 4.6180 -2.9418 3.8742
H: 3.8540 -2.4620 5.3891
H: 4.8185 -0.5410 3.2032
H: 4.1079 -0.0348 4.7183
H: 1.9843 -1.1741 4.1652
H: 2.6709 -1.7957 2.6852
H: 2.4097 1.2118 3.2859
H: 1.1951 0.2961 2.3929
H: 4.7206 1.1201 1.1273
H: 1.0439 -0.7979 -0.9165
H: 0.1650 -2.1345 -1.6522
H: 0.5572 -3.5257 0.3756
H: 1.2505 -2.1507 1.2128
H: 3.1033 -2.0811 -0.4775
H: 2.4198 -3.4750 -1.2801
H: 3.4254 -3.4313 1.6228
H: 4.2633 -4.1723 0.2588
H: 2.7329 -4.8391 0.8220

Here are the Mulliken charges for atoms 1 to 2, given in e: -0.156, -0.413